Record 1
Formula: C5H11N2O
Source: the OMol25 dataset
Level of theory: the ωB97M-V functional and the def2-TZVPD basis

The calculation puts the HOMO-LUMO gap (alpha / beta) at 8.96 / 6.53 eV. The value obtained for the energy is -381.6164 Eh. Its HOMO energy (alpha / beta) is -8.321 / -8.322 eV. The calculation puts the energy above the lowest of the compared OMol25 structures with the same formula, charge and spin at 4.933 eV. As for the expectation value of S²: 0.754.

Structure (ORCA input):
```
! wB97M-V def2-TZVPD RIJCOSX def2/J DEFGRID3
* xyz 0 2
C 0.732 -2.234 0.424
O 0.405 -1.925 1.693
C 0.171 -1.221 -0.600
C 0.701 0.218 -0.409
C 0.045 1.285 -1.255
C -0.424 2.397 -0.545
N -0.030 2.761 0.849
N -1.335 -1.205 -0.417
H 0.309 -3.204 0.092
H 1.807 -2.424 0.260
H 0.353 -1.568 -1.631
H 1.814 0.210 -0.363
H 0.376 0.361 0.622
H 0.441 1.473 -2.246
H -1.363 2.869 -0.824
H -0.519 1.809 0.603
H -0.574 3.566 1.140
H -1.428 -1.415 0.575
H -1.554 -0.231 -0.600
*
```

Löwdin atomic charges, in units of e:
1 C -0.30
2 O 0.04
3 C -0.36
4 C -0.20
5 C -0.12
6 C -0.21
7 N 0.05
8 N 0.04
9 H 0.15
10 H 0.13
11 H 0.13
12 H 0.13
13 H 0.09
14 H 0.10
15 H 0.11
16 H 0.05
17 H 0.06
18 H 0.05
19 H 0.04

=====

Record 2
Formula: C5H11N2O
Source: the OMol25 dataset
Level of theory: the ωB97M-V functional and the def2-TZVPD basis

The calculation puts the HOMO-LUMO gap at 9.33 eV. The value obtained for the energy is -381.5015 Eh. Its HOMO energy is -13.601 eV. The calculation puts the energy above the lowest of the compared OMol25 structures with the same formula, charge and spin at 4.422 eV.

Structure (ORCA input):
```
! wB97M-V def2-TZVPD RIJCOSX def2/J DEFGRID3
* xyz 1 1
C -2.320 -0.003 0.008
C -1.267 -1.094 -0.038
C 0.093 0.906 0.442
C 0.677 2.003 -0.372
C 1.164 -1.367 0.197
N -3.558 -0.194 0.064
N 0.053 -0.453 -0.249
O -1.789 1.178 0.257
H -1.459 -1.628 1.024
H -1.357 -1.897 -0.797
H 0.245 0.814 1.504
H 0.282 2.977 -0.042
H 0.608 2.017 -1.507
H 1.791 1.973 0.033
H 0.771 -2.453 0.289
H 2.047 -1.394 -0.528
H 1.653 -1.045 1.172
H -4.121 0.611 0.236
H 0.292 -0.393 -1.219
*
```

Löwdin atomic charges, in units of e:
1 C -0.54
2 C -0.04
3 C -0.03
4 C -0.03
5 C 0.00
6 N 0.19
7 N -0.11
8 O 0.03
9 H 0.21
10 H 0.16
11 H 0.16
12 H 0.11
13 H 0.13
14 H 0.15
15 H 0.14
16 H 0.13
17 H 0.13
18 H 0.07
19 H 0.17

=====

Record 3
Formula: C5H11N2O
Source: the OMol25 dataset
Level of theory: the ωB97M-V functional and the def2-TZVPD basis

The calculation puts the HOMO-LUMO gap at 10.56 eV. The value obtained for the energy is -381.6119 Eh. Its HOMO energy is -13.888 eV. The calculation puts the energy above the lowest of the compared OMol25 structures with the same formula, charge and spin at 1.416 eV.

Structure (ORCA input):
```
! wB97M-V def2-TZVPD RIJCOSX def2/J DEFGRID3
* xyz 1 1
C -1.375 -2.287 1.152
C -1.771 -1.673 0.043
C -1.108 -0.512 -0.668
C -0.101 0.277 0.196
N -0.725 1.630 0.485
C 1.365 0.679 -0.258
N 1.975 -0.248 -1.006
O 1.737 1.773 0.084
H -0.484 -2.190 1.757
H -1.977 -3.138 1.440
H -2.696 -1.990 -0.419
H -0.729 -0.971 -1.593
H -1.814 0.203 -1.089
H 0.053 -0.278 1.120
H -1.151 1.981 -0.374
H 0.039 2.224 0.843
H -1.420 1.517 1.229
H 1.430 -0.974 -1.428
H 2.874 -0.092 -1.461
*
```

Löwdin atomic charges, in units of e:
1 C 0.03
2 C -0.16
3 C -0.14
4 C -0.17
5 N 0.22
6 C -0.47
7 N 0.22
8 O 0.09
9 H 0.07
10 H 0.07
11 H 0.11
12 H 0.12
13 H 0.11
14 H 0.14
15 H 0.17
16 H 0.15
17 H 0.18
18 H 0.10
19 H 0.15

=====

Record 4
Formula: C5H11N2O2
Source: the OMol25 dataset
Level of theory: the ωB97M-V functional and the def2-TZVPD basis

The calculation puts the HOMO-LUMO gap at 7.86 eV. The value obtained for the energy is -456.7403 Eh. Its HOMO energy is -11.576 eV. The calculation puts the energy above the lowest of the compared OMol25 structures with the same formula, charge and spin at 3.704 eV.

Structure (ORCA input):
```
! wB97M-V def2-TZVPD RIJCOSX def2/J DEFGRID3
* xyz 1 1
C 1.119 0.329 0.490
C 1.633 -1.565 0.010
C 1.117 -0.341 -0.687
C -1.877 0.565 -1.131
C -1.603 0.128 0.275
N 1.528 -0.768 1.247
N -1.605 0.927 1.267
O 0.862 1.556 0.887
O 0.841 -0.021 -2.003
H 1.020 -2.549 -0.053
H 2.593 -2.023 -0.252
H -2.702 -0.085 -1.498
H -0.886 0.305 -1.767
H -2.176 1.683 -1.222
H -1.246 -0.900 0.222
H 2.247 -0.766 1.884
H -1.356 0.479 2.163
H -2.191 1.776 1.321
H 1.642 2.019 1.440
H 1.039 -0.748 -2.594
*
```

Löwdin atomic charges, in units of e:
1 C -0.42
2 C -0.09
3 C -0.24
4 C -0.03
5 C -0.15
6 N 0.07
7 N 0.19
8 O 0.06
9 O 0.04
10 H 0.15
11 H 0.13
12 H 0.10
13 H 0.12
14 H 0.13
15 H 0.15
16 H 0.10
17 H 0.17
18 H 0.18
19 H 0.22
20 H 0.13

=====

Record 5
Formula: C5H11N2O2P2
Source: the OMol25 dataset
Level of theory: the ωB97M-V functional and the def2-TZVPD basis

The calculation puts the HOMO-LUMO gap at 7.68 eV. The value obtained for the energy is -1139.8488 Eh. Its HOMO energy is -4.147 eV. The calculation puts the energy above the lowest of the compared OMol25 structures with the same formula, charge and spin at 0.000 eV.

Structure (ORCA input):
```
! wB97M-V def2-TZVPD RIJCOSX def2/J DEFGRID3
* xyz -1 1
H 3.056 3.041 0.165
N 3.033 1.996 -0.207
C 2.436 1.111 0.482
C 2.320 -0.343 -0.067
C 1.012 -0.330 -0.952
N -0.199 -0.391 -0.636
C -0.789 -0.486 0.613
C -1.470 -1.853 0.631
P -1.905 1.088 0.586
O -1.038 2.235 0.967
O -3.249 0.757 1.223
P -2.223 1.049 -1.570
H 2.001 1.246 1.393
H 3.127 -0.671 -0.742
H 2.275 -1.020 0.743
H 1.317 -0.214 -1.973
H -0.020 -0.292 1.402
H -2.062 -1.927 -0.270
H -0.809 -2.665 0.680
H -2.214 -2.031 1.458
H -3.521 1.489 -1.492
H -2.653 -0.124 -1.533
*
```

Löwdin atomic charges, in units of e:
1 H 0.09
2 N 0.05
3 C -0.25
4 C -0.13
5 C -0.15
6 N -0.12
7 C -0.48
8 C -0.10
9 P 0.19
10 O -0.45
11 O -0.48
12 P 0.65
13 H 0.07
14 H 0.10
15 H 0.07
16 H 0.09
17 H 0.11
18 H 0.05
19 H 0.04
20 H 0.09
21 H -0.18
22 H -0.25

=====

energy of number 5 (C5H11N2O2P2)? -1139.8488 Eh

=====

Among the records above, which one has the lowest energy? C5H11N2O2P2